Entry 1:
{"formula": "C5H14O2", "method": "ωB97M-V/def2-TZVPD", "de_lowest_kj_mol": 217.26, "molar_mass_da": 106.16, "gap_ev": 9.33, "e_homo_ev": -8.79, "total_energy_ha": -349.29305, "lumo_energy_ev": 0.5, "smiles": "CC=C(C)C.O.O", "elements": ["C", "C", "C", "C", "C", "H", "H", "H", "H", "H", "H", "H", "H", "H", "H", "O", "H", "H", "O", "H", "H"], "positions_angstrom": [[-1.21161, -0.51786, -2.45686], [-0.31208, -0.19779, -1.39657], [0.18684, -1.06969, -0.49703], [1.10427, -0.63020, 0.60688], [-0.18417, -2.56353, -0.46332], [-1.47864, -1.55170, -2.57468], [-2.27418, -0.17734, -2.26193], [-0.91165, -0.14526, -3.43457], [0.00359, 0.81021, -1.27581], [0.72251, -0.71140, 1.54864], [1.60673, 0.45193, 0.36159], [1.97195, -1.14597, 0.56149], [-0.25165, -2.87911, -1.55196], [-1.24513, -2.56395, -0.31704], [0.47398, -3.37482, 0.00212], [1.31747, 1.55631, 2.54114], [1.83197, 2.23029, 3.14867], [1.96076, 0.83599, 2.22773], [-1.26425, 4.29608, 1.64871], [-0.79626, 3.60191, 1.18562], [-1.25045, 3.74591, 2.39718]], "forces_ev_per_a": [[-3.1294, -0.0723, -1.4569], [1.5618, -1.2861, 2.2356], [0.1347, -0.2190, 0.2445], [0.6125, 4.2120, -3.7173], [0.5262, -0.1726, -2.8229], [0.6737, -0.8615, -0.0599], [1.0716, 0.5189, -0.1642], [-0.0287, 0.1739, -0.0249], [0.1554, 0.8193, -0.0104], [-1.2729, 0.0568, 2.5461], [-1.9182, -2.0971, 0.7074], [2.7260, -2.4793, -0.0206], [0.5868, 0.1494, 0.9051], [-0.6208, -0.7286, 1.3173], [-1.1214, 1.6808, -0.0069], [2.4883, 0.7634, 1.2684], [-1.2819, -2.3304, -1.9264], [-1.2202, 1.9413, 0.9704], [0.3325, 0.0611, -1.1085], [0.4870, 0.2219, -1.7482], [-0.7632, -0.3516, 2.8723]]}

=====

Entry 2:
{"formula": "C5H14O2", "method": "ωB97M-V/def2-TZVPD", "de_lowest_kj_mol": 95.03, "molar_mass_da": 106.16, "gap_ev": 10.22, "e_homo_ev": -9.50, "total_energy_ha": -349.33961, "lumo_energy_ev": 0.7, "smiles": "C=CCCC.O.O", "elements": ["C", "C", "C", "C", "C", "H", "H", "H", "H", "H", "H", "H", "H", "H", "H", "O", "H", "H", "O", "H", "H"], "positions_angstrom": [[0.55091, 0.65849, 1.14926], [1.60669, 0.02641, 0.65070], [3.05124, 0.36602, 1.00259], [3.68019, 1.37962, -0.00282], [2.86002, 2.62261, -0.32230], [0.54604, 1.56612, 1.74213], [-0.45338, 0.33324, 0.89573], [1.36386, -0.86191, 0.07727], [3.59696, -0.57429, 1.05731], [3.00699, 0.78850, 2.00849], [4.63668, 1.63402, 0.44543], [3.82971, 0.74698, -0.87623], [3.47768, 3.17902, -1.02487], [2.58066, 3.21230, 0.54837], [1.89934, 2.42493, -0.79565], [-6.40301, -1.71515, -0.46577], [-6.63309, -1.36445, -1.31414], [-6.76706, -1.08263, 0.16722], [-5.16325, -4.50688, -1.87213], [-6.00579, -4.11028, -2.13356], [-5.26139, -4.72267, -0.93704]], "forces_ev_per_a": [[-0.5898, 0.1814, -0.4282], [-0.0209, -0.0067, 0.8818], [-1.4128, 0.5214, -0.2471], [-0.6346, -1.4477, 1.0096], [0.1143, -0.3151, -0.2507], [0.5077, -0.0709, 0.1847], [0.0741, -0.1296, -0.0679], [0.3903, -0.0061, -0.2658], [0.3620, 0.1475, -0.0904], [0.2327, 0.0888, 0.0150], [0.2789, 0.2335, -0.3540], [0.3321, 0.4902, -0.4656], [-0.2367, 0.5332, 0.0951], [0.4738, 0.1527, 0.1953], [0.1279, -0.3731, -0.2118], [0.0413, -0.1727, 0.8981], [-0.1459, 0.3340, -0.7802], [0.0869, -0.1655, -0.1145], [-0.1883, -0.0474, -0.0861], [0.2616, -0.1131, 0.2356], [-0.0546, 0.1652, -0.1528]]}

=====

Entry 3:
{"formula": "C5H14O2", "method": "ωB97M-V/def2-TZVPD", "de_lowest_kj_mol": 114.47, "molar_mass_da": 106.16, "gap_ev": 10.10, "e_homo_ev": -9.38, "total_energy_ha": -349.33220, "lumo_energy_ev": 0.7, "smiles": "C=C(C)CC.O.O", "elements": ["C", "C", "C", "C", "C", "H", "H", "H", "H", "H", "H", "H", "H", "H", "H", "O", "H", "H", "O", "H", "H"], "positions_angstrom": [[-1.41254, 0.70111, -0.37540], [-0.80884, 0.32218, 0.75090], [-1.60172, -0.34938, 1.82209], [0.70167, 0.22325, 0.86528], [1.41714, 1.54111, 0.73519], [-2.48293, 0.67861, -0.55742], [-0.92712, 1.32527, -1.12351], [-1.91739, 0.32682, 2.63803], [-2.57535, -0.77218, 1.57103], [-1.05762, -1.08805, 2.41266], [1.05703, -0.47235, 0.11261], [0.91442, -0.19098, 1.84994], [1.98351, 1.85204, -0.15504], [0.73208, 2.39190, 0.85366], [2.17228, 1.80667, 1.48428], [2.24684, -1.82386, -1.57787], [3.07898, -1.63715, -1.14676], [2.00546, -0.92445, -1.88161], [-0.93342, -1.15689, -3.00793], [-1.41866, -0.66014, -2.34712], [-1.17381, -2.09353, -2.92302]], "forces_ev_per_a": [[-0.1241, 1.3667, -0.1291], [-0.4627, -1.3564, -0.9515], [-0.7293, 0.1045, 1.7950], [-0.1258, 0.3498, 0.3658], [0.7653, 2.7317, 0.1505], [-0.0840, -0.2528, 0.5061], [0.4810, -0.4378, -0.0429], [0.4035, 0.4303, -0.3646], [0.2309, -0.1293, -0.7027], [0.2330, -0.2818, -0.4840], [-0.0390, -0.3123, 0.0737], [0.1679, -0.1367, -0.0744], [-0.4759, -0.9480, -0.4376], [-0.2228, -0.2766, -0.0408], [-0.1211, -0.8018, 0.4007], [-0.2657, 1.0530, -0.3024], [0.4814, -0.2768, 0.2877], [-0.2268, -0.8245, -0.0683], [0.1992, -0.4110, -0.4441], [-0.1224, -0.1718, 0.2963], [0.0376, 0.5815, 0.1666]]}

=====

Entry 4:
{"formula": "C5H14O2", "method": "ωB97M-V/def2-TZVPD", "de_lowest_kj_mol": 88.32, "molar_mass_da": 106.16, "gap_ev": 10.86, "e_homo_ev": -10.13, "total_energy_ha": -349.34216, "lumo_energy_ev": 0.7, "smiles": "CCCCCO.O", "elements": ["C", "C", "C", "C", "C", "O", "H", "H", "H", "H", "H", "H", "H", "H", "H", "H", "H", "H", "O", "H", "H"], "positions_angstrom": [[0.53537, -1.83186, -1.18597], [-0.80396, -1.29886, -0.65651], [-1.00692, 0.22261, -0.61112], [-0.09604, 0.89321, 0.40305], [0.60417, 2.15018, -0.13503], [1.66913, 1.78214, -1.02462], [0.31320, -2.51628, -2.01851], [0.95732, -2.63564, -0.56954], [1.26148, -1.08351, -1.45249], [-1.06117, -1.78674, 0.29157], [-1.58219, -1.79310, -1.24188], [-2.07298, 0.41122, -0.47050], [-0.76801, 0.51598, -1.62481], [0.74845, 0.25143, 0.67146], [-0.57342, 1.05037, 1.36434], [1.07636, 2.72686, 0.65980], [-0.07642, 2.70160, -0.78818], [1.81565, 0.83422, -1.16706], [-0.68136, -1.42402, 2.66586], [-1.36853, -1.21435, 2.02623], [-1.17140, -1.50814, 3.49205]], "forces_ev_per_a": [[-0.7808, -1.7591, -0.0164], [-0.8350, -1.0470, 0.4659], [0.2382, -1.3495, -0.2953], [0.8094, 0.5006, 0.0461], [0.0227, -1.2652, -0.6687], [0.5891, 0.0698, -0.4250], [0.1482, 0.9179, -0.5971], [0.3414, 0.8609, 0.7108], [0.2975, 0.0907, -0.1241], [0.5758, 0.3755, 0.2412], [-0.1472, 0.5479, -0.5453], [0.1030, 0.2783, 0.1856], [0.0971, 0.6472, -0.2785], [-0.1166, -0.3672, -0.0564], [-0.3269, 0.3094, 0.0433], [-0.3880, 0.2500, -0.0146], [-0.1097, 0.5053, 0.5829], [-0.5096, 0.4252, 0.5115], [-0.2539, 0.0041, 0.2759], [0.0671, 0.0426, -0.0922], [0.1780, -0.0373, 0.0501]]}

=====

Entry 5:
{"formula": "C5H14O3P2", "method": "ωB97M-V/def2-TZVPD", "molar_mass_da": 184.11, "gap_ev": 10.11, "e_homo_ev": -9.22, "total_energy_ha": -1107.35263, "lumo_energy_ev": 0.9, "smiles": "CCOP(=O)(CP)OCC", "elements": ["C", "C", "O", "P", "O", "C", "P", "O", "C", "C", "H", "H", "H", "H", "H", "H", "H", "H", "H", "H", "H", "H", "H", "H"], "positions_angstrom": [[-0.37009, 2.87091, 1.07548], [0.63501, 1.95802, 0.37279], [0.04313, 0.85826, -0.40038], [-0.19198, -0.52476, 0.46177], [0.55814, -0.57188, 1.70413], [-2.18332, -0.79616, 0.75440], [-3.09937, -0.16271, -0.67468], [0.00831, -1.59186, -0.62481], [0.35206, -2.94839, -0.42274], [1.51500, -3.09412, 0.52014], [-0.92432, 3.26667, 0.28206], [-1.05045, 2.45425, 1.80257], [0.41153, 3.54773, 1.47593], [1.33048, 1.43742, 1.02287], [1.20542, 2.52093, -0.40768], [-2.46186, -0.30606, 1.69218], [-2.24467, -1.86271, 0.82957], [-4.33697, -0.69400, -0.28100], [-3.37176, 1.26847, -0.21188], [-0.51369, -3.41338, 0.07492], [0.56173, -3.29706, -1.46387], [1.28337, -2.72191, 1.54676], [1.80024, -4.15683, 0.68448], [2.27546, -2.43242, 0.25869]], "forces_ev_per_a": [[2.5543, -0.7546, -0.2310], [0.0785, -1.0637, -0.8840], [-0.7121, -1.3067, 0.9746], [-3.7041, 2.1153, -0.0856], [0.6056, -0.0894, 0.8835], [3.1152, 1.7233, 0.2988], [-0.4008, 1.5912, -0.4018], [0.6431, 0.1949, -1.4360], [-0.1792, -0.6858, 0.1331], [-0.8971, -1.1204, 2.0057], [-0.9824, 1.2839, -0.8981], [0.3010, -0.3567, 0.3926], [-1.2761, 0.4675, 0.3314], [0.1879, 0.5746, 0.4173], [-0.5150, -0.2545, 0.7883], [0.1342, -0.3321, -0.0839], [-0.2020, -0.6334, 0.0697], [-0.3810, 0.1653, 0.0774], [0.2818, -1.8205, -0.3657], [0.0628, -0.3646, -0.7654], [-0.3260, -0.2204, 1.0841], [-0.3567, -0.3903, -0.7988], [0.1360, 0.7256, -0.6332], [1.8320, 0.5516, -0.8729]]}

=====

Entry 6:
{"formula": "C5H14O3Sn", "method": "ωB97M-V/def2-TZVPD", "de_lowest_kj_mol": 432.44, "molar_mass_da": 240.88, "gap_ev": 3.22, "e_homo_ev": -15.76, "total_charge": 2, "total_energy_ha": -638.05291, "lumo_energy_ev": -12.5, "elements": ["Sn", "C", "C", "C", "O", "H", "H", "H", "H", "H", "H", "H", "H", "C", "C", "O", "O", "H", "H", "H", "H", "H", "H"], "positions_angstrom": [[3.06816, -1.29223, 2.04675], [-1.27131, 3.17980, 0.52988], [-1.02660, 2.61611, 1.89941], [-2.07422, 1.51193, 2.27879], [0.33265, 2.18441, 2.12001], [-0.93920, 2.59326, -0.32672], [-0.90665, 4.20444, 0.45742], [-2.34307, 3.36784, 0.59367], [-1.11012, 3.41130, 2.64021], [-2.06682, 0.69203, 1.56061], [-3.09308, 1.89925, 2.27433], [-1.99652, 1.15736, 3.30658], [0.71884, 3.06163, 2.06577], [1.86376, -3.00310, -2.48063], [0.46591, -2.97500, -1.99646], [0.26900, -1.67323, -1.28733], [2.83323, -3.33206, -1.53403], [2.29618, -2.16069, -3.02052], [1.95108, -3.80309, -3.21581], [0.10878, -3.88562, -1.51549], [-0.25166, -3.14799, -2.79850], [-0.53444, -1.30873, -1.66577], [3.70610, -3.29763, -1.93218]], "forces_ev_per_a": [[-0.5332, 0.0270, -0.6914], [-0.5898, 1.0518, 0.4966], [-1.1857, -1.4100, 0.9605], [0.5746, 0.6173, -0.0458], [0.0035, -0.2685, -0.1498], [-0.2739, -0.1555, 0.2067], [0.5748, -0.0802, -0.1836], [-0.2287, -0.2991, -0.8925], [-0.5662, 0.2885, 0.0213], [0.1762, -0.1481, 0.0601], [0.1059, 0.3965, -0.3781], [0.5895, -0.1770, -0.0806], [1.0998, -0.1055, 0.0119], [0.9838, -0.8788, -2.0755], [-0.7024, 1.3712, 0.1970], [-0.0702, -2.0554, -0.4072], [0.5202, -0.1080, 2.7611], [-1.1400, 0.6991, -0.0505], [-0.4296, -0.3471, -0.3758], [0.8635, 0.1375, 1.5510], [0.2742, 1.2103, -0.8422], [-0.1327, 0.2773, 0.1197], [0.0865, -0.0435, -0.2129]]}